Record 1
Below is C31H29KN7O2PS as an isolated structure, with properties calculated with ωB97M-V/def2-TZVPD.

Each line ends with the Mulliken charge.
Atoms and positions in Å:
K: -0.418 -0.766 -1.194  1.126
O: 6.783 -2.374 -1.833  -0.731
C: 5.949 -3.139 -1.311  0.487
O: 6.055 -4.302 -0.873  -0.731
C: 4.531 -2.571 -1.236  -0.505
C: 4.201 -1.357 -1.821  -0.964
C: 2.899 -0.891 -1.737  0.758
N: 1.963 -1.531 -1.026  0.208
C: 2.284 -2.685 -0.434  0.599
C: 3.536 -3.257 -0.557  -0.839
C: 1.188 -3.342 0.383  0.189
C: 1.455 -4.411 1.229  -0.817
C: 0.422 -4.965 1.963  -0.502
C: -0.858 -4.445 1.850  -0.801
C: -1.041 -3.380 0.989  -0.235
N: -0.051 -2.841 0.269  0.225
C: 2.471 0.402 -2.403  0.360
C: 3.196 0.940 -3.463  -0.905
C: 2.786 2.138 -4.020  -0.579
C: 1.666 2.781 -3.512  -0.866
C: 0.994 2.174 -2.468  -0.478
N: 1.372 1.010 -1.929  0.496
H: 5.001 -0.820 -2.316  0.529
H: 3.806 -4.217 -0.139  0.547
H: 2.461 -4.795 1.321  0.358
H: 0.620 -5.797 2.627  0.426
H: -1.691 -4.847 2.411  0.429
H: -2.023 -2.928 0.871  0.485
H: 4.062 0.419 -3.849  0.426
H: 3.340 2.566 -4.846  0.422
H: 1.318 3.722 -3.917  0.440
H: 0.102 2.624 -2.037  0.423
S: -5.573 -0.141 -0.108  -0.304
C: -5.382 0.050 1.566  -0.645
C: -4.139 0.521 1.864  -0.720
C: -3.270 0.733 0.734  -0.372
C: -3.954 0.407 -0.424  0.432
C: -3.571 0.525 -1.873  0.848
C: -4.547 0.564 -2.874  -1.084
C: -4.170 0.666 -4.200  -0.436
C: -2.824 0.748 -4.523  -1.056
C: -1.921 0.714 -3.478  0.241
N: -2.273 0.601 -2.189  0.128
H: -6.185 -0.196 2.244  0.471
H: -3.850 0.716 2.892  0.216
H: -5.596 0.529 -2.616  0.348
H: -4.923 0.692 -4.977  0.414
H: -2.483 0.840 -5.545  0.437
H: -0.850 0.801 -3.672  0.290
C: 0.931 0.970 3.544  -0.886
N: 1.286 2.110 2.604  0.227
C: 0.459 3.324 2.988  -0.837
N: -0.934 3.033 3.002  0.245
C: -1.195 1.921 3.910  -0.990
N: -0.469 0.708 3.547  0.312
C: -1.011 0.072 2.325  -1.291
P: -1.258 1.202 0.830  1.807
C: 0.917 1.707 1.198  -1.557
C: -1.579 2.842 1.686  -1.301
H: 1.257 1.279 4.538  0.367
H: 1.506 0.108 3.214  0.407
H: 2.275 2.339 2.724  0.361
H: 0.700 4.103 2.269  0.398
H: 0.789 3.619 3.985  0.366
H: -2.264 1.712 3.918  0.282
H: -0.894 2.218 4.916  0.315
H: -1.941 -0.423 2.603  0.583
H: -0.313 -0.714 2.026  0.299
H: 1.229 2.528 0.547  0.399
H: 1.528 0.833 0.957  0.425
H: -2.649 2.981 1.832  0.494
H: -1.236 3.639 1.024  0.389

The value obtained for the calculated total energy is -83590.520 eV. Its charge is 0.

---

Record 2
Below is C31H29LiN7OS as an isolated structure, with properties calculated with ωB97M-V/def2-TZVPD.

Each line ends with the Mulliken charge.
Atoms and positions in Å:
Li: 0.744 0.958 -0.720  0.546
C: -1.205 3.890 -3.544  -0.835
C: -1.554 4.910 -2.675  -0.468
C: -1.401 4.714 -1.312  -1.156
C: -0.899 3.498 -0.865  0.876
N: -0.584 2.511 -1.702  0.585
C: -0.733 2.700 -3.004  -0.136
C: -0.646 3.212 0.583  -0.135
C: -0.819 4.148 1.596  -0.707
C: -0.469 3.790 2.888  -0.994
C: 0.016 2.518 3.141  -0.836
C: 0.107 1.627 2.078  0.448
N: -0.209 1.987 0.844  1.136
C: 0.553 0.205 2.225  0.248
C: 0.687 -0.408 3.464  -1.212
C: 1.091 -1.734 3.515  -0.426
C: 1.348 -2.405 2.333  -0.852
C: 1.181 -1.715 1.140  -0.564
N: 0.795 -0.447 1.086  0.569
H: -1.298 4.009 -4.615  0.401
H: -1.942 5.849 -3.050  0.415
H: -1.673 5.498 -0.619  0.352
H: -0.473 1.856 -3.633  0.314
H: -1.202 5.137 1.394  0.410
H: -0.562 4.507 3.694  0.415
H: 0.322 2.241 4.140  0.383
H: 0.460 0.126 4.377  0.338
H: 1.194 -2.235 4.469  0.406
H: 1.658 -3.441 2.325  0.446
H: 1.360 -2.199 0.186  0.810
S: -0.026 -0.818 -2.551  -0.639
C: -0.835 -1.962 -1.532  0.115
N: -0.470 -3.187 -1.313  -0.522
N: 0.675 -3.553 -1.917  0.245
C: 1.224 -4.796 -1.701  0.451
C: 0.541 -5.793 -0.995  -0.321
C: 1.127 -7.036 -0.815  -0.500
C: 2.391 -7.318 -1.321  -0.516
C: 3.069 -6.322 -2.015  -0.480
C: 2.500 -5.075 -2.205  -0.464
N: -2.025 -1.700 -0.779  -0.384
N: -2.393 -0.517 -0.761  0.268
C: -3.589 -0.330 -0.002  -0.147
C: -4.643 -1.233 -0.059  -0.376
C: -5.816 -0.977 0.635  -0.534
C: -5.942 0.176 1.401  -0.383
C: -4.890 1.083 1.448  -0.638
C: -3.725 0.840 0.736  0.222
H: 1.134 -2.840 -2.484  0.080
H: -0.439 -5.564 -0.601  0.402
H: 0.585 -7.802 -0.271  0.340
H: 2.838 -8.293 -1.179  0.358
H: 4.059 -6.519 -2.408  0.329
H: 3.037 -4.299 -2.738  0.375
H: -4.528 -2.130 -0.654  0.441
H: -6.638 -1.680 0.573  0.343
H: -6.853 0.367 1.954  0.370
H: -4.981 1.990 2.033  0.383
H: -2.901 1.542 0.750  0.370
C: 4.512 1.872 -0.867  -1.380
C: 3.275 2.688 -0.456  0.293
C: 3.486 3.244 0.964  -1.095
O: 2.134 1.964 -0.536  -0.601
H: 5.419 2.488 -0.908  0.400
H: 4.339 1.425 -1.847  0.297
H: 4.666 1.062 -0.145  0.259
H: 3.255 3.578 -1.131  0.063
H: 3.572 2.405 1.664  0.188
H: 2.620 3.846 1.258  0.166
H: 4.388 3.864 1.039  0.449

The value obtained for the calculated total energy is -56138.544 eV. Its charge is -1.

---

Record 3
Below is C31H29N3O3PSTl as an isolated structure, with properties calculated with ωB97M-V/def2-TZVPD.

Each line ends with the Mulliken charge.
Atoms and positions in Å:
Tl: 0.037 -0.830 2.142  0.762
N: 4.422 0.556 2.754  -0.412
C: 3.086 0.702 2.504  0.354
S: 2.485 -0.152 1.111  -0.421
N: 2.457 1.478 3.346  -1.062
N: 1.101 1.588 3.187  0.645
C: 0.550 2.315 4.076  -0.963
C: -0.908 2.486 4.199  0.354
C: -1.448 2.498 5.487  -0.850
C: -2.810 2.591 5.709  -0.626
C: -3.678 2.689 4.628  -0.737
C: -3.166 2.720 3.342  -0.017
C: -1.799 2.632 3.140  1.009
O: -1.302 2.834 1.853  -0.329
H: 4.983 0.198 2.002  0.213
H: 4.838 1.231 3.375  0.245
H: 1.169 2.750 4.863  0.394
H: -0.770 2.413 6.327  0.434
H: -3.198 2.586 6.719  0.402
H: -4.746 2.758 4.784  0.384
H: -3.823 2.820 2.488  0.473
O: -2.244 0.947 1.067  -0.546
C: -1.702 2.004 0.870  0.528
C: -1.471 2.591 -0.482  0.311
C: -1.833 3.919 -0.684  -0.694
C: -1.778 4.462 -1.956  -0.717
C: -1.330 3.684 -3.015  -0.811
C: -0.924 2.376 -2.800  0.150
C: -0.994 1.801 -1.536  -0.228
P: -0.328 0.115 -1.161  0.940
C: -1.343 -0.980 -2.226  0.322
C: -2.239 -1.820 -1.568  -0.375
C: -3.059 -2.682 -2.285  -0.636
C: -2.987 -2.712 -3.669  -0.522
C: -2.095 -1.879 -4.336  -0.801
C: -1.280 -1.019 -3.620  0.071
C: 1.243 0.243 -2.108  0.146
C: 2.043 1.378 -1.996  -0.353
C: 3.301 1.418 -2.575  -0.673
C: 3.787 0.319 -3.270  -0.646
C: 3.004 -0.820 -3.381  -0.825
C: 1.744 -0.858 -2.801  -0.549
H: -2.163 4.514 0.157  0.524
H: -2.078 5.488 -2.122  0.410
H: -1.278 4.106 -4.010  0.427
H: -0.521 1.802 -3.625  0.226
H: -2.284 -1.797 -0.485  0.368
H: -3.749 -3.332 -1.762  0.436
H: -3.621 -3.385 -4.231  0.400
H: -2.034 -1.907 -5.416  0.411
H: -0.564 -0.397 -4.144  0.269
H: 1.687 2.235 -1.438  0.451
H: 3.909 2.308 -2.476  0.428
H: 4.770 0.350 -3.721  0.392
H: 3.371 -1.682 -3.923  0.437
H: 1.137 -1.747 -2.911  0.460
C: 1.350 -5.007 -0.516  -0.706
C: 1.765 -5.251 0.937  -0.693
C: 0.947 -4.212 1.719  -0.450
O: 0.374 -3.318 0.754  -0.231
C: 1.030 -3.524 -0.497  0.209
H: 0.450 -5.573 -0.763  0.319
H: 2.130 -5.263 -1.232  0.376
H: 2.831 -5.060 1.063  0.269
H: 1.562 -6.268 1.269  0.349
H: 1.582 -3.647 2.409  0.244
H: 0.125 -4.651 2.285  0.313
H: 1.942 -2.916 -0.547  0.083
H: 0.337 -3.213 -1.276  -0.066

The value obtained for the calculated total energy is -68048.323 eV. Its charge is 0.